Record 1
The following is a quantum chemistry calculation of C23H13F8IrN2O4S2 as an isolated structure, from the OMol25 dataset.

Output
* HOMO level (spin up / spin down): -8.7 / -12.4 eV
* LUMO level (spin up / spin down): -4.244 / -6.929 eV
* HOMO-LUMO gap (spin up / spin down): 0.1633 / 0.2018 Eh

ORCA input file:
```
! wB97M-V def2-TZVPD RIJCOSX def2/J DEFGRID3
* xyz 1 6
Ir -0.61 0.50 -0.58
F -5.96 -0.26 0.28
C -4.78 -0.31 -0.47
C -3.55 0.04 -0.06
C -2.40 0.20 -0.95
C -2.75 -0.27 -2.47
C -4.18 -0.38 -2.77
F -4.59 -0.49 -4.02
C -5.15 -0.53 -1.89
C -1.70 -0.02 -3.52
C -1.69 -0.10 -4.83
C -0.39 0.38 -5.42
C 0.61 0.92 -4.74
C 0.56 0.74 -3.28
N -0.59 0.55 -2.69
H -3.26 0.27 0.89
H -6.19 -0.62 -2.29
H -2.53 -0.36 -5.43
H -0.46 0.41 -6.49
H 1.51 1.26 -5.26
H 1.49 0.84 -2.73
F 5.13 -1.96 2.39
C 4.05 -2.50 1.88
F 3.57 -3.45 2.74
F 4.21 -3.00 0.71
S 2.69 -1.25 1.65
O 1.55 -1.81 0.98
O 2.47 -0.70 2.96
N 3.49 -0.12 0.79
S 2.95 0.55 -0.48
O 3.21 1.96 -0.65
O 1.54 0.06 -0.76
C 3.83 -0.27 -1.84
F 5.03 0.24 -1.89
F 3.97 -1.58 -1.59
F 3.18 -0.09 -3.01
C -0.59 -1.25 4.72
C -0.79 -1.80 3.54
C -0.72 -1.03 2.35
C -0.51 0.32 2.43
C -0.37 1.17 1.23
C 0.10 2.54 1.32
C 0.39 3.11 2.65
C 0.10 2.43 3.77
C -0.31 1.01 3.67
C -0.40 0.25 4.87
H -0.50 -1.96 5.56
H -0.77 -2.87 3.40
H -0.80 -1.55 1.42
H 0.31 3.25 0.55
H 0.97 4.04 2.70
H 0.11 2.73 4.82
H -0.48 0.74 5.84
*
```

***

Record 2
The following is a quantum chemistry calculation of C23H13N9S2SbSe4Tc as an isolated structure, from the OMol25 dataset.

Output
* HOMO level: -8.5 eV
* LUMO level: -2.642 eV
* HOMO-LUMO gap: 0.2171 Eh

ORCA input file:
```
! wB97M-V def2-TZVPD RIJCOSX def2/J DEFGRID3
* xyz 0 1
Tc -0.44 1.02 -0.39
C -3.00 -3.99 -0.67
C -2.55 -3.37 0.49
C -1.62 -2.35 0.40
C -1.15 -1.94 -0.84
C -1.58 -2.57 -2.00
C -2.52 -3.59 -1.91
N -0.15 -0.90 -0.87
C 1.10 -1.30 -1.18
C 1.54 -2.59 -1.59
C 2.87 -2.78 -1.80
C 3.83 -1.75 -1.61
C 3.45 -0.51 -1.19
C 2.07 -0.28 -0.98
N 1.49 0.83 -0.52
N 2.31 1.78 0.11
C 1.15 1.34 2.49
C 1.24 1.39 3.87
C 0.10 1.51 4.63
C -1.11 1.65 3.97
C -1.12 1.61 2.60
N -0.03 1.39 1.84
H -3.73 -4.79 -0.60
H -2.92 -3.68 1.45
H -1.25 -1.86 1.30
H -1.18 -2.27 -2.95
H -2.86 -4.08 -2.81
H 0.83 -3.38 -1.73
H 3.21 -3.76 -2.13
H 4.87 -1.95 -1.81
H 4.16 0.29 -1.04
H 2.22 1.36 4.33
H 0.15 1.53 5.71
H -2.05 1.79 4.50
H -2.05 1.74 2.07
S 0.23 3.23 -0.77
C 1.80 3.09 -0.04
S 2.72 1.26 1.68
C 2.55 4.16 0.34
C 2.00 5.48 0.28
N 1.54 6.53 0.23
C 3.90 4.00 0.78
N 4.98 3.85 1.13
N -2.32 0.61 0.17
C -3.26 0.16 0.72
N -4.28 -0.32 1.30
C -4.43 0.01 2.59
N -4.58 0.26 3.70
Se -2.96 0.14 -3.49
Sb -1.07 0.16 -5.19
Se -1.29 1.62 -2.67
Se 0.53 -1.56 -4.98
Se -1.35 1.76 -6.86
*
```

***

Record 3
The following is a quantum chemistry calculation of C23H14BF2N2NiOPS2 as an isolated structure, from the OMol25 dataset.

Output
* HOMO level (spin up / spin down): 1.1 / 1.0 eV
* LUMO level (spin up / spin down): 4.718 / 4.717 eV
* HOMO-LUMO gap (spin up / spin down): 0.1335 / 0.1358 Eh

ORCA input file:
```
! wB97M-V def2-TZVPD RIJCOSX def2/J DEFGRID3
* xyz -2 1
Ni -0.01 0.40 -0.01
O -1.04 0.13 2.52
C 0.03 0.15 1.87
C 1.32 -0.05 2.61
C 1.44 -0.05 4.00
C 2.67 -0.12 4.62
C 3.84 -0.19 3.84
C 3.73 -0.22 2.47
C 2.48 -0.14 1.83
P 2.18 -0.14 0.03
C 1.94 -1.92 -0.41
C 1.54 -2.26 -1.70
C 1.28 -3.58 -2.05
C 1.41 -4.59 -1.11
C 1.83 -4.28 0.17
C 2.10 -2.95 0.52
C 3.96 0.05 -0.55
C 4.74 -0.94 -1.17
C 6.01 -0.66 -1.67
C 6.55 0.62 -1.56
C 5.79 1.62 -0.96
C 4.51 1.34 -0.48
H 0.52 0.01 4.58
H 2.74 -0.12 5.70
H 4.81 -0.24 4.32
H 4.63 -0.29 1.86
H 1.42 -1.47 -2.44
H 0.94 -3.81 -3.06
H 1.18 -5.62 -1.37
H 1.94 -5.06 0.92
H 2.41 -2.71 1.53
H 4.35 -1.95 -1.26
H 6.60 -1.45 -2.13
H 7.54 0.84 -1.94
H 6.19 2.62 -0.87
H 3.92 2.12 -0.02
S -1.69 -1.08 -1.05
C -3.16 -0.43 -0.40
C -4.20 -1.36 0.01
N -5.04 -2.09 0.32
C -3.33 0.90 -0.33
S -2.02 1.93 -0.84
C -4.57 1.51 0.09
N -5.56 2.00 0.39
F 0.02 0.76 -2.32
B -1.35 0.57 -2.09
F -2.03 0.55 -3.30
*
```

***

Record 4
The following is a quantum chemistry calculation of C23H14BrIrN3O4S as an isolated structure, from the OMol25 dataset.

Output
* HOMO level (spin up / spin down): -11.4 / -11.6 eV
* LUMO level (spin up / spin down): -3.936 / -5.551 eV
* HOMO-LUMO gap (spin up / spin down): 0.2740 / 0.2224 Eh

ORCA input file:
```
! wB97M-V def2-TZVPD RIJCOSX def2/J DEFGRID3
* xyz 1 5
Ir 0.16 -1.01 0.41
Br -6.92 0.38 1.25
C -5.18 -0.05 0.66
C -4.98 -1.19 -0.13
C -3.72 -1.50 -0.58
C -2.62 -0.71 -0.22
O -1.42 -1.01 -0.71
C -2.83 0.43 0.60
C -1.76 1.35 0.92
N -0.52 1.05 0.87
C 0.53 1.99 1.01
C 0.44 3.20 1.65
C 1.54 4.07 1.70
C 2.73 3.73 1.11
C 2.86 2.48 0.46
C 4.07 2.04 -0.12
C 4.15 0.80 -0.69
C 3.01 -0.02 -0.67
N 1.87 0.36 -0.14
C 1.76 1.61 0.43
C -4.13 0.76 1.00
H -5.82 -1.81 -0.40
H -3.54 -2.37 -1.20
H -2.07 2.36 1.18
H -0.48 3.49 2.14
H 1.44 5.02 2.21
H 3.58 4.40 1.14
H 4.93 2.70 -0.11
H 5.06 0.43 -1.14
H 3.05 -1.03 -1.07
H -4.30 1.64 1.60
O 3.67 -1.59 1.90
S 2.58 -1.14 2.70
O 2.47 0.26 3.01
N 1.13 -1.66 2.01
C 0.39 -2.49 2.86
O -0.72 -2.87 2.56
C 1.14 -2.78 4.10
C 0.75 -3.60 5.14
C 1.61 -3.74 6.22
C 2.84 -3.08 6.25
C 3.23 -2.25 5.21
C 2.36 -2.12 4.15
H -0.20 -4.12 5.10
H 1.34 -4.38 7.04
H 3.49 -3.20 7.10
H 4.18 -1.73 5.23
*
```

***

Record 5
The following is a quantum chemistry calculation of C23H14BrMnN3O7 as an isolated structure, from the OMol25 dataset.

Output
* HOMO level (spin up / spin down): -1.3 / -1.3 eV
* LUMO level (spin up / spin down): 4.345 / 4.345 eV
* HOMO-LUMO gap (spin up / spin down): 0.2068 / 0.2061 Eh

ORCA input file:
```
! wB97M-V def2-TZVPD RIJCOSX def2/J DEFGRID3
* xyz -2 2
Mn 1.30 0.69 0.62
Br -2.11 1.61 -0.56
C -1.77 1.71 1.29
C -2.80 2.12 2.13
C -2.53 2.20 3.48
C -1.27 1.89 3.96
C -0.31 1.49 3.03
N -0.57 1.39 1.73
C 1.15 1.19 3.49
O 1.34 1.24 4.71
O 1.93 0.94 2.54
H -3.77 2.36 1.72
H -3.31 2.51 4.17
H -0.98 1.94 4.99
O 0.71 4.32 -4.31
C 0.83 3.62 -3.33
C 0.65 2.12 -3.27
O 0.30 1.39 -4.19
C 0.94 1.76 -1.89
C 1.19 2.90 -1.09
O 1.37 2.80 0.16
C 1.13 4.11 -1.92
O 1.27 5.28 -1.59
O 0.89 0.59 -1.37
C -1.08 -1.72 0.69
N 0.31 -1.29 0.67
C 1.17 -2.23 0.52
C 2.56 -1.91 0.42
C 3.70 -2.71 0.42
C 4.78 -1.81 0.41
C 4.21 -0.52 0.42
N 2.88 -0.59 0.42
C -1.68 -2.09 -0.65
C -1.25 -1.51 -1.84
C -1.87 -1.84 -3.04
C -2.92 -2.75 -3.07
C -3.35 -3.34 -1.89
C -2.73 -3.01 -0.69
H -1.68 -0.91 1.12
H -1.20 -2.58 1.35
H 0.86 -3.28 0.47
H 3.73 -3.79 0.42
H 5.84 -2.04 0.40
H 4.71 0.44 0.43
H -0.43 -0.80 -1.83
H -1.52 -1.35 -3.95
H -3.40 -3.00 -4.01
H -4.16 -4.06 -1.91
H -3.06 -3.48 0.23
*
```

***

Record 6
The following is a quantum chemistry calculation of C23H14Cl2N6O4PdSe as an isolated structure, from the OMol25 dataset.

Output
* HOMO level: -7.4 eV
* LUMO level: -1.066 eV
* HOMO-LUMO gap: 0.2320 Eh

ORCA input file:
```
! wB97M-V def2-TZVPD RIJCOSX def2/J DEFGRID3
* xyz 0 1
Pd 0.41 0.64 0.52
Cl 0.66 2.08 7.14
C 0.32 2.17 5.45
C 0.82 1.17 4.62
C 0.57 1.21 3.26
N 1.02 0.26 2.33
C 1.74 -0.84 2.55
O 2.20 -1.27 3.61
C 1.95 -1.63 1.27
C 2.54 -2.87 1.31
C 2.69 -3.59 0.14
C 2.24 -3.03 -1.05
C 1.66 -1.78 -1.01
N 1.52 -1.08 0.11
C -0.19 2.28 2.72
C -0.68 3.27 3.55
C -0.42 3.21 4.92
Cl -1.05 4.47 5.93
N -0.36 2.24 1.32
C -1.11 3.04 0.56
O -1.81 3.99 0.88
C -1.00 2.64 -0.91
C -1.80 3.27 -1.85
C -1.69 2.90 -3.18
C -0.78 1.91 -3.53
C -0.03 1.32 -2.53
N -0.13 1.67 -1.25
H 1.40 0.36 5.04
H 2.85 -3.24 2.28
H 3.14 -4.57 0.15
H 2.34 -3.55 -1.99
H 1.30 -1.31 -1.92
H -1.27 4.08 3.14
H -2.47 4.04 -1.50
H -2.30 3.37 -3.94
H -0.66 1.59 -4.56
H 0.70 0.55 -2.77
Se -4.07 -0.96 -1.76
C -3.34 -1.06 -3.52
C -2.40 -2.00 -3.91
C -1.96 -1.98 -5.23
N -2.41 -1.12 -6.14
C -3.33 -0.24 -5.76
C -3.82 -0.16 -4.46
H -2.01 -2.74 -3.22
H -1.22 -2.69 -5.56
H -3.68 0.45 -6.51
H -4.54 0.60 -4.19
O -1.35 -1.02 -1.33
N -2.40 -0.88 -0.75
O -2.56 -0.68 0.42
*
```

***

Record 7
The following is a quantum chemistry calculation of C23H15BrFeN2O3S as an isolated structure, from the OMol25 dataset.

Output
* HOMO level (spin up / spin down): -11.1 / -11.5 eV
* LUMO level (spin up / spin down): -4.243 / -5.317 eV
* HOMO-LUMO gap (spin up / spin down): 0.2525 / 0.2255 Eh

ORCA input file:
```
! wB97M-V def2-TZVPD RIJCOSX def2/J DEFGRID3
* xyz 1 6
Fe -1.54 -1.54 -0.18
Br 1.81 3.16 4.29
C 0.87 1.76 3.47
C -0.30 1.26 4.06
C -1.03 0.28 3.44
C -0.63 -0.24 2.21
O -1.40 -1.12 1.59
C 0.58 0.20 1.66
C 1.13 -0.41 0.48
N 0.52 -1.26 -0.25
C 1.14 -1.97 -1.30
C 2.42 -1.84 -1.76
C 2.91 -2.67 -2.79
C 2.11 -3.62 -3.36
C 0.77 -3.76 -2.93
C -0.14 -4.68 -3.50
C -1.42 -4.76 -3.05
C -1.82 -3.91 -2.01
N -1.00 -3.04 -1.44
C 0.29 -2.94 -1.89
C 1.32 1.21 2.30
H -0.62 1.67 5.01
H -1.94 -0.11 3.89
H 2.17 -0.13 0.25
H 3.08 -1.10 -1.33
H 3.93 -2.55 -3.12
H 2.48 -4.26 -4.15
H 0.21 -5.32 -4.31
H -2.14 -5.44 -3.48
H -2.83 -3.97 -1.62
H 2.25 1.56 1.86
O -0.14 5.31 2.76
C -0.02 5.18 1.43
O 0.55 6.01 0.79
C -0.60 3.94 0.79
C -0.20 3.68 -0.52
C -0.68 2.57 -1.19
C -1.56 1.69 -0.53
S -2.06 0.28 -1.42
C -1.97 1.96 0.77
C -1.49 3.09 1.42
H -0.56 4.54 3.16
H 0.47 4.37 -1.00
H -0.39 2.37 -2.21
H -2.66 1.29 1.27
H -1.85 3.28 2.43
*
```

***

Record 8
The following is a quantum chemistry calculation of C23H15Cl5N6NiO3 as an isolated structure, from the OMol25 dataset.

Output
* HOMO level (spin up / spin down): -8.5 / -8.5 eV
* LUMO level (spin up / spin down): -0.275 / -0.282 eV
* HOMO-LUMO gap (spin up / spin down): 0.3031 / 0.3029 Eh

ORCA input file:
```
! wB97M-V def2-TZVPD RIJCOSX def2/J DEFGRID3
* xyz 0 1
Ni -0.37 -0.08 0.35
O 3.84 -0.81 1.00
C 2.72 -1.20 1.37
N 2.12 -0.93 2.51
C 0.98 -1.48 2.96
O 0.74 -2.65 3.23
C -0.02 -0.41 3.35
C -0.50 -0.36 4.65
C -1.25 0.73 5.04
C -1.51 1.73 4.11
C -1.05 1.57 2.81
N -0.34 0.51 2.42
C 1.95 -2.07 0.40
C 2.63 -3.07 -0.28
C 1.93 -3.93 -1.10
C 0.57 -3.74 -1.24
C -0.03 -2.68 -0.58
N 0.64 -1.85 0.24
H -0.24 -1.16 5.32
H -1.62 0.81 6.05
H -2.06 2.63 4.37
H -1.27 2.31 2.06
H 3.70 -3.14 -0.12
H 2.44 -4.73 -1.63
H -0.04 -4.38 -1.87
H -1.08 -2.47 -0.73
Cl -2.76 -1.18 0.82
C -2.96 0.43 0.14
C -1.78 1.13 -0.04
C -1.90 2.43 -0.52
Cl -0.50 3.43 -0.65
C -3.15 2.97 -0.85
Cl -3.27 4.57 -1.46
C -4.31 2.21 -0.68
Cl -5.84 2.87 -1.07
C -4.22 0.92 -0.16
Cl -5.62 -0.03 0.09
C 0.60 0.08 -4.81
N 1.06 0.45 -3.48
C 2.28 1.01 -3.27
C 2.71 1.33 -2.03
C 1.83 1.07 -0.94
N 0.65 0.48 -1.16
C 0.22 0.13 -2.41
O -0.83 -0.44 -2.61
N 2.17 1.42 0.30
H 1.31 0.47 -5.54
H -0.38 0.51 -4.99
H 0.53 -1.00 -4.90
H 2.87 1.19 -4.16
H 3.67 1.79 -1.87
H 3.15 1.49 0.51
H 1.59 1.10 1.07
*
```